Record 1
135
Properties=species:S:1:pos:R:3:forces:R:3 method="wB97M-V/def2-TZVPD" e_homo_ev=-5.7 charge=0 max_force_ev_per_a=2.91
C 3.980 -2.467 2.740 0.4 0.1 0.0
C 2.507 -2.531 2.477 -0.3 0.1 -0.3
O 2.115 -1.310 1.835 0.2 -0.5 0.1
C 0.780 -1.089 1.846 -1.7 2.4 -0.1
C 0.333 0.170 1.212 2.1 -0.5 1.1
C -1.086 0.627 1.457 0.0 0.0 0.0
C -2.108 -0.323 0.837 -0.2 0.1 0.3
C -3.538 0.128 1.158 0.0 -0.1 -0.2
C -3.786 0.249 2.663 0.1 -0.1 0.1
C -2.764 1.163 3.337 0.1 0.2 0.1
C -1.329 0.787 2.977 0.0 -0.3 -0.2
C 1.291 1.290 1.088 -1.6 -0.6 -0.5
O 1.062 2.227 0.315 0.3 0.1 0.6
O 2.370 1.282 1.889 0.4 0.8 0.0
C 3.114 2.523 1.899 -0.3 -0.2 -0.3
C 4.487 2.234 2.428 0.3 -0.1 -0.1
O -0.013 -1.873 2.367 0.4 -0.8 -0.2
H 4.331 -3.408 3.164 0.0 -0.1 0.0
H 4.539 -2.278 1.824 0.0 0.0 0.0
H 4.212 -1.673 3.453 0.0 0.0 -0.1
H 2.248 -3.341 1.792 0.0 -0.2 0.2
H 1.950 -2.670 3.406 -0.1 0.0 -0.2
H -1.208 1.614 0.982 0.0 -0.2 0.1
H -1.926 -0.361 -0.249 -0.2 0.0 0.1
H -1.906 -1.323 1.247 -0.2 0.2 -0.1
H -3.723 1.099 0.678 0.0 0.0 0.0
H -4.260 -0.570 0.725 -0.1 0.0 0.0
H -4.803 0.610 2.859 0.1 -0.1 -0.1
H -3.704 -0.749 3.112 0.0 0.1 -0.1
H -2.954 2.209 3.068 0.0 0.0 -0.1
H -2.865 1.113 4.425 -0.2 0.0 0.0
H -1.089 -0.192 3.414 -0.1 0.3 0.1
H -0.620 1.525 3.383 -0.2 -0.2 -0.1
H 3.163 2.913 0.877 -0.1 0.0 0.2
H 2.581 3.255 2.525 0.0 -0.2 -0.2
H 5.013 3.177 2.580 0.1 0.0 0.1
H 4.456 1.683 3.370 0.0 0.1 0.0
H 5.044 1.650 1.693 0.0 -0.1 0.1
F -3.132 -6.745 -5.767 0.5 1.3 -0.3
C -2.624 -5.503 -6.091 -0.2 -0.9 0.3
C -2.467 -5.223 -7.453 0.1 0.5 0.6
C -1.889 -3.999 -7.752 0.5 0.3 -0.5
F -1.652 -3.717 -9.080 -0.2 -0.2 1.3
C -1.425 -3.093 -6.784 0.0 -0.2 0.9
C -1.665 -3.380 -5.377 0.4 -1.1 -0.6
C -1.107 -2.518 -4.311 0.2 0.6 -1.4
C -1.185 -2.743 -2.906 -0.1 0.2 1.2
C -0.248 -2.316 -1.943 -1.4 -0.8 -2.1
C 0.962 -1.663 -2.342 2.2 1.0 -0.2
C 1.529 -0.706 -1.469 0.0 -0.5 -0.3
C 2.746 -0.128 -1.774 0.7 0.0 0.3
F 3.393 0.590 -0.801 -0.6 -0.4 -1.2
C 3.391 -0.306 -3.001 -0.4 -0.1 0.2
C 2.778 -1.173 -3.897 -0.2 -0.2 -0.3
F 3.294 -1.309 -5.171 -0.2 -0.1 1.2
C 1.665 -1.931 -3.555 -0.4 -0.1 0.1
Pd -2.925 -1.481 -5.569 1.4 -0.2 0.4
P -5.081 -1.585 -4.994 0.0 -0.5 0.3
C -5.309 -3.207 -4.220 -0.4 -0.4 0.2
C -4.924 -3.376 -2.877 -0.1 -0.2 -0.2
C -4.977 -4.640 -2.290 -0.1 0.1 -0.1
C -5.424 -5.736 -3.036 0.0 0.0 -0.1
C -5.820 -5.562 -4.365 0.1 0.0 0.1
C -5.761 -4.303 -4.961 0.0 0.0 0.4
C -5.811 -0.464 -3.784 -0.4 0.4 0.4
C -6.902 -0.892 -3.010 0.1 0.4 0.0
C -7.489 -0.028 -2.089 0.1 0.1 -0.1
C -7.003 1.275 -1.938 0.1 -0.1 -0.2
C -5.897 1.698 -2.685 -0.1 -0.1 0.1
C -5.285 0.825 -3.585 -0.2 -0.2 -0.1
C -6.034 -1.565 -6.527 -0.9 0.0 -0.1
C -7.278 -0.922 -6.597 0.3 -0.3 -0.3
C -7.968 -0.893 -7.808 0.1 -0.1 -0.2
C -7.404 -1.449 -8.962 0.0 0.0 0.2
C -6.152 -2.072 -8.899 -0.2 0.0 0.2
C -5.486 -2.162 -7.676 -0.2 0.2 -0.1
P -2.005 0.588 -5.915 1.0 0.1 0.6
C -0.844 0.368 -7.293 0.2 0.2 -0.5
C -1.278 0.556 -8.612 0.4 -0.3 0.2
C -0.468 0.152 -9.672 0.3 0.0 0.0
C 0.808 -0.368 -9.431 -0.1 -0.1 0.0
C 1.269 -0.512 -8.117 -0.2 0.1 0.0
C 0.440 -0.157 -7.050 0.0 -0.1 -0.3
C -3.231 1.851 -6.360 -0.4 0.4 -0.3
C -3.244 3.138 -5.794 -0.1 -0.3 -0.2
C -4.338 3.978 -6.012 -0.1 -0.1 -0.1
C -5.408 3.564 -6.811 0.1 -0.1 0.1
C -5.387 2.298 -7.401 0.1 0.1 0.0
C -4.301 1.452 -7.183 -0.1 0.1 0.3
C -0.956 1.314 -4.630 0.3 0.3 0.4
C 0.159 2.110 -4.946 -0.1 0.0 0.1
C 0.946 2.653 -3.933 -0.2 0.0 0.0
C 0.582 2.482 -2.601 0.1 0.1 0.0
C -0.534 1.718 -2.275 -0.1 -0.1 0.2
C -1.271 1.090 -3.276 0.1 0.2 -0.3
C -2.255 -4.648 -5.070 -0.1 0.5 -0.1
H -2.744 -5.935 -8.223 0.0 0.1 0.1
H -0.718 -2.304 -7.068 -0.5 -0.2 0.0
H -0.344 -1.811 -4.645 -0.4 -0.3 0.0
H -2.090 -3.244 -2.551 0.4 -0.1 0.0
H -0.394 -2.534 -0.882 -0.2 0.3 -0.3
H 0.998 -0.444 -0.545 0.1 0.0 0.1
H 4.339 0.160 -3.231 -0.1 0.1 0.0
H 1.365 -2.775 -4.180 0.2 0.4 0.0
H -4.603 -2.515 -2.287 0.0 -0.2 -0.2
H -4.697 -4.766 -1.242 -0.1 0.0 -0.3
H -5.481 -6.725 -2.574 0.0 0.3 -0.2
H -6.184 -6.411 -4.945 0.1 0.2 0.2
H -6.081 -4.161 -5.992 0.1 -0.1 0.2
H -7.276 -1.908 -3.127 0.0 0.2 0.0
H -8.337 -0.371 -1.498 0.2 0.1 -0.1
H -7.493 1.965 -1.245 0.2 -0.3 -0.2
H -5.512 2.715 -2.567 -0.1 -0.4 0.0
H -4.403 1.140 -4.147 -0.3 -0.1 0.2
H -7.693 -0.464 -5.700 0.0 -0.1 -0.2
H -8.963 -0.452 -7.843 0.2 0.0 -0.1
H -7.948 -1.409 -9.910 0.2 0.0 0.3
H -5.692 -2.492 -9.797 -0.2 0.1 0.3
H -4.534 -2.697 -7.614 -0.2 0.3 0.0
H -2.241 1.022 -8.799 0.1 -0.2 0.0
H -0.832 0.243 -10.695 0.1 0.1 0.2
H 1.443 -0.671 -10.269 -0.3 0.1 0.3
H 2.268 -0.912 -7.927 -0.4 0.2 0.0
H 0.805 -0.293 -6.029 -0.1 0.1 -0.3
H -2.410 3.472 -5.176 -0.2 -0.1 -0.1
H -4.362 4.963 -5.548 0.1 -0.2 -0.1
H -6.264 4.225 -6.973 0.3 -0.2 0.1
H -6.226 1.955 -8.010 0.3 0.1 0.1
H -4.311 0.452 -7.620 0.0 0.2 0.2
H 0.431 2.289 -5.985 -0.1 0.0 0.2
H 1.839 3.232 -4.162 -0.2 -0.1 -0.1
H 1.179 2.928 -1.808 -0.2 -0.2 -0.1
H -0.800 1.596 -1.224 0.2 -0.1 -0.3
H -2.085 0.416 -3.005 0.0 0.2 -0.1
H -2.385 -4.948 -4.030 -0.1 0.0 -0.3

Record 2
18
Properties=species:S:1:pos:R:3:forces:R:3 method="wB97M-V/def2-TZVPD" e_homo_ev=-7.9 charge=0 e_above_lowest_ev=5.7122 smiles="CN(C)O.C=NN" max_force_ev_per_a=4.55
C -2.038 -0.951 0.377 -0.4 1.2 0.1
N -0.773 -0.281 0.095 -0.1 2.6 0.2
C -0.690 1.282 0.741 -1.0 -2.8 0.3
O -0.802 -0.124 -1.335 0.3 -0.2 0.1
H -2.115 -1.883 -0.183 0.3 0.0 0.2
H -2.868 -0.314 0.052 -0.2 -0.1 0.0
H -2.142 -1.084 1.452 0.1 -0.3 0.0
H 0.140 1.366 1.435 0.3 -0.4 -0.3
H -1.580 1.341 1.362 -0.4 0.2 -0.2
H -0.638 2.129 0.059 -0.1 -0.7 -0.6
H 0.133 -0.237 -1.611 -0.3 0.3 0.3
C 1.495 -0.824 0.513 3.5 2.9 -0.6
N 1.833 0.380 0.068 -0.9 -2.5 1.2
N 1.985 0.459 -1.325 0.0 -0.6 -0.4
H 1.855 -1.717 -0.009 -1.1 -0.1 -0.5
H 1.457 -0.922 1.589 -0.5 0.1 0.1
H 1.944 1.429 -1.612 0.5 -0.2 0.1
H 2.802 -0.047 -1.667 -0.1 0.4 0.0

Record 3
80
Properties=species:S:1:pos:R:3:forces:R:3 method="wB97M-V/def2-TZVPD" e_homo_ev="-13.0 / -13.0" charge=+2 max_force_ev_per_a=2.96
W 0.059 0.025 -0.032 -0.9 0.2 -2.2
O 1.690 -3.612 0.360 0.1 -0.1 0.1
C 1.531 -2.435 0.403 0.3 0.0 -0.1
O 0.765 -1.736 -0.459 -0.3 -1.1 0.3
C 2.151 -1.484 1.375 -0.2 0.7 -0.4
C 3.140 -1.747 2.295 0.1 0.0 0.1
C 3.655 -0.695 3.046 0.0 -0.2 -0.1
C 3.149 0.583 2.860 0.0 0.3 0.0
C 2.150 0.781 1.929 -0.1 -0.9 -0.3
N 1.666 -0.236 1.176 1.9 -0.4 2.1
C 1.441 2.040 1.608 -0.3 0.3 -0.4
O 1.694 3.134 1.993 0.2 0.1 0.3
O 0.418 1.763 0.757 0.2 0.6 0.5
H 3.494 -2.763 2.408 0.0 0.0 0.0
H 4.445 -0.875 3.761 0.0 0.0 0.0
H 3.508 1.432 3.426 0.0 0.0 0.0
C 2.161 0.441 -3.759 -0.6 -0.6 0.5
As 1.654 0.773 -1.866 1.8 2.0 -1.3
C 3.498 0.820 -1.175 -0.3 -0.2 0.1
C 1.244 2.707 -1.917 -0.2 -0.3 0.0
C 2.250 3.633 -2.162 0.0 -0.2 0.0
C 1.993 4.993 -2.070 0.0 0.1 0.0
C 0.717 5.434 -1.758 0.0 0.0 0.0
C -0.303 4.518 -1.547 -0.2 -0.2 0.0
C -0.050 3.155 -1.618 0.1 -0.2 0.1
As -1.432 1.803 -1.273 -0.4 1.8 -1.4
C -2.995 2.857 -0.700 0.3 -0.5 0.4
C -1.987 1.582 -3.161 0.0 -0.5 0.5
H 2.534 1.367 -4.187 0.0 0.1 0.2
H 1.326 0.065 -4.346 0.0 0.1 0.0
H 2.951 -0.308 -3.750 0.0 0.0 0.0
H 4.199 1.129 -1.946 -0.1 0.0 -0.1
H 3.772 -0.183 -0.845 0.0 0.0 0.0
H 3.567 1.506 -0.333 0.0 0.0 0.0
H 3.246 3.291 -2.418 0.0 0.1 0.0
H 2.790 5.706 -2.233 0.0 0.0 0.0
H 0.511 6.492 -1.675 0.0 0.0 0.0
H -1.301 4.867 -1.318 0.0 0.1 0.0
H -3.190 3.643 -1.424 0.1 0.0 -0.1
H -2.826 3.277 0.289 0.0 0.0 0.0
H -3.859 2.195 -0.666 0.0 0.0 0.0
H -2.385 2.532 -3.511 0.1 0.1 0.1
H -2.762 0.820 -3.250 0.0 0.0 -0.1
H -1.134 1.308 -3.780 0.0 0.0 0.0
S -1.940 -1.827 -5.310 -0.2 -0.1 0.1
C -2.930 -2.374 -6.590 0.1 0.1 0.1
C -4.086 -2.931 -6.137 0.0 -0.1 -0.1
C -4.179 -2.918 -4.728 0.1 0.0 0.2
C -3.089 -2.352 -4.116 0.2 0.0 -0.5
C -2.861 -2.153 -2.696 -0.5 -0.3 0.4
C -1.765 -1.419 -2.237 0.5 0.2 0.2
N -1.554 -1.101 -0.965 -1.0 -0.6 -0.1
C -2.415 -1.589 -0.027 -0.3 -0.1 -0.8
C -3.509 -2.403 -0.383 0.4 0.3 0.5
C -4.341 -2.913 0.670 -0.1 -0.1 0.0
C -4.081 -2.635 1.963 -0.1 -0.1 0.0
C -2.972 -1.804 2.343 0.1 0.0 -0.5
C -2.631 -1.554 3.664 0.4 0.3 0.2
C -1.537 -0.736 3.961 -0.6 -0.4 0.1
C -0.860 -0.163 2.890 0.1 0.3 -0.5
N -1.127 -0.401 1.595 -1.3 -1.2 1.8
C -2.171 -1.252 1.324 0.1 0.2 0.6
C -1.087 -0.533 5.329 0.4 0.1 0.3
C -1.668 -0.970 6.492 -0.1 0.1 -0.2
C -0.896 -0.689 7.641 0.0 0.0 0.1
C 0.265 -0.045 7.349 0.1 0.0 -0.1
S 0.437 0.230 5.673 -0.3 -0.1 0.0
C -3.727 -2.667 -1.729 0.3 0.1 -0.5
H -2.596 -2.256 -7.608 0.0 0.0 0.0
H -4.844 -3.347 -6.783 0.0 0.0 0.0
H -5.032 -3.315 -4.197 0.0 0.0 0.0
H -1.016 -1.070 -2.936 0.0 0.1 0.0
H -5.180 -3.540 0.396 0.0 0.0 0.0
H -4.709 -3.033 2.749 0.0 0.0 0.0
H -3.204 -2.012 4.459 0.0 0.0 0.0
H -0.070 0.546 3.089 0.1 0.0 0.0
H -2.631 -1.457 6.544 0.0 0.0 0.0
H -1.191 -0.963 8.643 0.0 0.0 0.0
H 1.038 0.287 8.023 0.0 0.0 0.0
H -4.556 -3.296 -2.024 -0.1 0.0 0.0

Record 4
8
Properties=species:S:1:pos:R:3:forces:R:3 method="wB97M-V/def2-TZVPD" e_homo_ev=-10.5 charge=0 e_above_lowest_ev=2.2996 max_force_ev_per_a=4.62
C 0.741 -0.690 -0.152 1.2 0.0 1.6
C -0.414 0.279 -0.193 -0.7 0.7 1.7
H 0.473 -1.640 0.751 0.8 3.1 -3.1
H 1.727 0.070 0.389 -2.7 -2.9 -2.3
H 0.721 -1.086 -1.316 1.0 0.7 3.3
H -1.408 1.546 0.673 2.1 0.2 -0.1
O -0.409 1.363 0.654 -0.9 -0.5 0.4
O -1.431 0.159 -0.806 -0.7 -1.2 -1.5

Record 5
7
Properties=species:S:1:pos:R:3:forces:R:3 method="wB97M-V/def2-TZVPD" e_homo_ev=-10.1 charge=0 e_above_lowest_ev=6.5632 smiles=C#[N+][O-].O max_force_ev_per_a=14.01
C -0.383 -0.279 0.159 5.9 4.3 -0.1
N -1.317 -0.874 0.154 -7.5 -7.6 -0.6
O -2.195 -1.729 0.064 1.2 1.9 0.8
H -0.012 0.386 -0.573 0.9 0.7 0.0
O -2.332 1.362 -0.324 -10.8 0.9 -7.3
H -2.884 2.286 -0.080 0.4 -3.5 -2.1
H -1.835 1.676 0.239 9.9 3.3 9.4